No. 1
A molecular structure, C33H33AsF6IMoN4OPS, computed with ωB97M-V/def2-TZVPD.

Atoms and positions in Å:
Mo 0.5082 0.2182 -0.9273
N 0.3789 2.0312 0.3710
N -0.8862 2.6212 0.6031
C -1.9033 2.2542 -0.1945
N -2.9835 3.0216 -0.1796
S -1.8456 0.8519 -1.1654
H 0.8215 1.8886 1.2771
H 0.9447 2.7159 -0.1440
H -0.8365 3.6159 0.8218
H -2.9132 3.9814 0.1342
H -3.7365 2.7901 -0.8047
I 2.9454 -0.4796 0.3164
C 2.4769 -0.1908 2.3373
C 3.3355 0.6529 2.9862
C 3.3572 0.7025 4.3952
C 2.5848 -0.1709 5.0925
C 1.6866 -1.0498 4.4350
C 0.9415 -1.9699 5.2082
C 0.0521 -2.8117 4.6165
C -0.2064 -2.6703 3.2435
C 0.4811 -1.7919 2.4382
P -0.4524 -1.3370 0.8940
C -1.8838 -0.6223 1.8092
C -1.5966 0.4546 2.6486
C -2.5863 1.0458 3.4138
C -3.8874 0.5627 3.3560
C -4.1790 -0.5181 2.5410
C -3.1838 -1.1115 1.7726
C -1.0609 -2.9272 0.2479
C -2.1006 -2.8907 -0.6857
C -2.5118 -4.0481 -1.3268
C -1.8749 -5.2542 -1.0624
C -0.8259 -5.2935 -0.1582
C -0.4179 -4.1359 0.4934
C 1.5371 -1.0192 3.0182
H 4.0401 1.2494 2.4223
H 4.0301 1.3829 4.8978
H 2.6399 -0.2141 6.1730
H 1.0993 -1.9891 6.2792
H -0.5098 -3.5291 5.1984
H -1.0389 -3.2252 2.8294
H -0.5800 0.8214 2.7328
H -2.3411 1.8770 4.0625
H -4.6645 1.0191 3.9544
H -5.1858 -0.9132 2.5027
H -3.4383 -1.9662 1.1642
H -2.5776 -1.9482 -0.9292
H -3.3243 -4.0068 -2.0400
H -2.1922 -6.1573 -1.5662
H -0.3188 -6.2278 0.0454
H 0.4082 -4.1817 1.1916
C 0.0342 -0.1429 -3.0058
C 1.1826 -1.0160 -2.8494
C 0.9532 -2.1929 -2.1179
C 2.0080 -3.0809 -1.8355
C 3.2773 -2.7943 -2.2641
C 3.5259 -1.6161 -2.9986
C 2.5120 -0.7448 -3.2831
H -0.0660 -2.5089 -1.9532
H 1.7978 -4.0039 -1.3126
H 4.0889 -3.4826 -2.0682
H 4.5263 -1.4116 -3.3572
H 2.7122 0.1373 -3.8777
C 0.8880 2.9886 -5.1000
N 0.9545 2.0575 -3.9768
C -0.0381 0.9793 -4.0147
C 1.6900 2.3575 -2.9295
O 1.7335 1.7142 -1.8581
H -0.1183 3.4037 -5.1699
H 1.1315 2.4701 -6.0267
H 1.5839 3.8068 -4.9395
H 0.0108 0.5611 -5.0252
H -1.0198 1.4510 -3.9087
H -0.8916 -0.7112 -3.1026
H 2.3187 3.2412 -3.0318
F -0.6038 3.7505 -1.9896
As -0.1466 5.3988 -1.5613
F -1.4169 5.9938 -2.5345
F 0.9706 5.3941 -2.8840
F 0.3436 6.9516 -1.0564
F 1.0845 4.6617 -0.5248
F -1.2523 5.2799 -0.1834

Output
Expectation value of S²: 0.761
Gap between HOMO and LUMO (spin up / spin down) (eV): 7.349 / 6.814
LUMO level (spin up / spin down) (Ha): -0.1056 / -0.1116
Multiplicity: 2
Energy above the lowest of the compared OMol25 structures with the same formula, charge and spin (kJ/mol): 6.2
Charge: +1

Charge distribution, Löwdin scheme, values in e: atom 1 (Mo): 0.819, atom 2 (N): -0.052, atom 3 (N): -0.021, atom 4 (C): -0.767, atom 5 (N): 0.157, atom 6 (S): 0.774, atom 7 (H): 0.093, atom 8 (H): 0.073, atom 9 (H): 0.133, atom 10 (H): 0.114, atom 11 (H): 0.116, atom 12 (I): 1.314, atom 13 (C): -0.602, atom 14 (C): -0.157, atom 15 (C): -0.055, atom 16 (C): -0.013, atom 17 (C): -0.151, atom 18 (C): -0.006, atom 19 (C): -0.033, atom 20 (C): -0.088, atom 21 (C): -0.294, atom 22 (P): 0.997, atom 23 (C): -0.371, atom 24 (C): -0.122, atom 25 (C): -0.066, atom 26 (C): -0.070, atom 27 (C): -0.062, atom 28 (C): -0.079, atom 29 (C): -0.389, atom 30 (C): -0.140, atom 31 (C): -0.059, atom 32 (C): -0.061, atom 33 (C): -0.063, atom 34 (C): -0.105, atom 35 (C): -0.221, atom 36 (H): 0.093, atom 37 (H): 0.117, atom 38 (H): 0.124, atom 39 (H): 0.124, atom 40 (H): 0.118, atom 41 (H): 0.111, atom 42 (H): 0.093, atom 43 (H): 0.111, atom 44 (H): 0.110, atom 45 (H): 0.111, atom 46 (H): 0.094, atom 47 (H): 0.080, atom 48 (H): 0.114, atom 49 (H): 0.112, atom 50 (H): 0.113, atom 51 (H): 0.107, atom 52 (C): -0.343, atom 53 (C): -0.353, atom 54 (C): -0.117, atom 55 (C): -0.105, atom 56 (C): -0.114, atom 57 (C): -0.094, atom 58 (C): -0.050, atom 59 (H): 0.082, atom 60 (H): 0.106, atom 61 (H): 0.113, atom 62 (H): 0.115, atom 63 (H): 0.115, atom 64 (C): -0.009, atom 65 (N): -0.108, atom 66 (C): -0.140, atom 67 (C): -0.269, atom 68 (O): -0.220, atom 69 (H): 0.107, atom 70 (H): 0.099, atom 71 (H): 0.092, atom 72 (H): 0.140, atom 73 (H): 0.114, atom 74 (H): 0.089, atom 75 (H): 0.155, atom 76 (F): -0.255, atom 77 (As): 0.752, atom 78 (F): -0.213, atom 79 (F): -0.230, atom 80 (F): -0.203, atom 81 (F): -0.261, atom 82 (F): -0.267

No. 2
A molecular structure, C26H29BrCl5F6KN3NaO10P in a non-equilibrium geometry, computed with ωB97M-V/def2-TZVPD.

Atoms and positions in Å:
O -2.3819 -0.5973 2.2098
O -1.7658 -1.6857 1.7640
C -0.9495 -1.3165 0.5596
C -0.0301 -2.6234 0.2240
C 1.1737 -2.4511 1.3644
N 2.3996 -1.8232 0.6852
P 3.6690 -0.7464 1.3158
O 4.7716 -1.6859 2.3179
Br 2.5923 0.8620 2.5552
C 2.5518 -2.2309 -0.6180
C 0.9919 -2.6353 -1.0711
C 0.4578 -2.1802 -2.5519
C -0.2242 -0.7143 -2.6872
C 0.5009 0.5173 -1.9024
C 0.8582 1.8307 -2.8288
F -0.1181 2.1192 -3.9028
F 2.2653 1.7018 -3.2717
C 0.7935 3.1403 -1.7926
F 1.5750 4.2853 -2.3142
F 1.2758 2.8299 -0.4257
F -0.6657 3.5229 -1.7098
H -2.0563 -0.3841 3.1386
H -0.2626 -0.4236 0.8766
H -1.7275 -1.0276 -0.2672
H -0.5929 -3.6224 0.4618
H 1.5724 -3.5607 1.6125
H 0.8789 -1.9881 2.3960
H 4.3244 -1.7255 3.2133
H 3.5426 -2.2812 -1.2818
H 1.1420 -3.8034 -1.2251
H 1.3185 -2.2915 -3.3532
H -0.3687 -2.9816 -2.8683
H -1.3828 -0.7832 -2.4076
H -0.2205 -0.4359 -3.8484
H 1.4716 0.2503 -1.3094
H -0.2800 0.9052 -1.0866
C -0.7259 2.7110 6.9301
C 0.1179 2.3834 7.9237
C 0.7616 1.0118 7.7439
O 1.6204 0.5412 8.4966
C 0.3282 0.1770 6.5926
C -0.5261 0.4997 5.6055
C -1.0880 1.9136 5.7283
O -1.8309 2.4425 4.8956
O -0.8956 -0.2138 4.6227
O 0.4259 3.0666 8.9482
H -1.2245 3.6732 6.9645
H 0.7857 -0.8056 6.5851
C -2.8636 -5.4712 1.0549
C -1.5087 -6.1175 1.1341
O -0.4868 -5.4693 1.3467
N -1.4311 -7.4686 0.9618
C -2.5034 -8.4000 0.7049
H -2.7635 -4.3932 1.2123
H -3.3002 -5.6366 0.0664
H -3.5170 -5.8744 1.8330
H -0.4862 -7.8286 1.0293
H -2.5101 -9.1390 1.5097
H -2.2951 -8.9032 -0.2425
H -3.4768 -7.9110 0.6512
Na 1.8388 -5.2118 1.3189
C 2.3904 4.8137 -5.0959
C 1.0052 4.7514 -5.2553
C 0.3648 5.6079 -6.1530
C 1.1255 6.5238 -6.8928
C 2.5154 6.5937 -6.7291
C 3.1442 5.7340 -5.8262
N 0.4613 7.4093 -7.8567
O -0.7720 7.3303 -7.9589
O 1.1717 8.1819 -8.5159
H 2.8859 4.1400 -4.3989
H 0.4243 4.0325 -4.6815
H -0.7154 5.5469 -6.2658
H 3.1173 7.3031 -7.2931
H 4.2231 5.7784 -5.6943
C -5.4495 1.8516 1.7508
Cl -7.0515 1.9502 2.5243
Cl -4.2114 2.4812 2.8669
Cl -5.0844 0.1530 1.3557
Cl -5.4507 2.8219 0.2565
K 6.8292 -2.5626 1.8943
F 3.5580 3.4747 -1.5032
Cl -4.0269 0.5411 3.8836

Output
Gap between HOMO and LUMO (eV): 1.848
LUMO level (Ha): -0.0552
Charge: -1

Charge distribution, Löwdin scheme, values in e: atom 1 (O): -0.267, atom 2 (O): -0.224, atom 3 (C): -0.108, atom 4 (C): -0.137, atom 5 (C): -0.149, atom 6 (N): -0.437, atom 7 (P): 0.651, atom 8 (O): -0.656, atom 9 (Br): 0.278, atom 10 (C): -0.194, atom 11 (C): -0.228, atom 12 (C): -0.176, atom 13 (C): -0.191, atom 14 (C): -0.078, atom 15 (C): -0.196, atom 16 (F): -0.020, atom 17 (F): -0.004, atom 18 (C): -0.177, atom 19 (F): -0.009, atom 20 (F): 0.000, atom 21 (F): -0.017, atom 22 (H): 0.022, atom 23 (H): 0.136, atom 24 (H): 0.127, atom 25 (H): 0.114, atom 26 (H): 0.021, atom 27 (H): 0.139, atom 28 (H): 0.056, atom 29 (H): 0.093, atom 30 (H): 0.107, atom 31 (H): 0.122, atom 32 (H): 0.118, atom 33 (H): 0.114, atom 34 (H): 0.122, atom 35 (H): 0.132, atom 36 (H): 0.129, atom 37 (C): 0.084, atom 38 (C): -0.391, atom 39 (C): -0.323, atom 40 (O): 0.039, atom 41 (C): 0.058, atom 42 (C): -0.392, atom 43 (C): -0.313, atom 44 (O): -0.008, atom 45 (O): -0.047, atom 46 (O): 0.022, atom 47 (H): 0.122, atom 48 (H): 0.112, atom 49 (C): 0.019, atom 50 (C): -0.492, atom 51 (O): -0.048, atom 52 (N): 0.012, atom 53 (C): -0.070, atom 54 (H): 0.086, atom 55 (H): 0.096, atom 56 (H): 0.097, atom 57 (H): 0.139, atom 58 (H): 0.088, atom 59 (H): 0.088, atom 60 (H): 0.081, atom 61 (Na): 0.335, atom 62 (C): -0.046, atom 63 (C): -0.051, atom 64 (C): 0.003, atom 65 (C): -0.158, atom 66 (C): -0.015, atom 67 (C): -0.058, atom 68 (N): -0.334, atom 69 (O): 0.043, atom 70 (O): 0.040, atom 71 (H): 0.103, atom 72 (H): 0.083, atom 73 (H): 0.115, atom 74 (H): 0.111, atom 75 (H): 0.108, atom 76 (C): -1.948, atom 77 (Cl): 0.518, atom 78 (Cl): 0.538, atom 79 (Cl): 0.514, atom 80 (Cl): 0.535, atom 81 (K): 0.827, atom 82 (F): -0.750, atom 83 (Cl): 0.212

No. 3
A gas-phase ion, C4H8N3O (charge +1) in a non-equilibrium geometry, computed with ωB97M-V/def2-TZVPD.

Atoms and positions in Å:
C -0.7714 0.3798 -1.2771
N 0.0323 0.0435 -0.0768
C -0.7047 0.2669 1.1851
N 0.3197 -1.3194 0.0748
C 1.5874 -1.4318 0.1405
N 2.2826 -0.2120 -0.0860
C 1.2956 0.8616 -0.0589
O 1.3042 2.0245 0.0601
H -1.6995 0.0742 -1.1037
H -0.8664 1.3864 -1.5412
H -0.1755 -0.0093 -2.0596
H -1.3130 1.2059 1.3935
H -1.4758 -0.4737 1.4456
H 0.1542 0.0912 2.0274
H 2.2052 -2.2519 0.3006
H 3.2011 0.0217 0.2010

Output
Gap between HOMO and LUMO (eV): 11.571
LUMO level (Ha): -0.1478
SMILES: C[N+]1(C)N=CNC1=O
Energy above the lowest of the compared OMol25 structures with the same formula, charge and spin (kJ/mol): 382.6
Charge: +1

Charge distribution, natural (NBO) scheme, values in e: atom 1 (C): -0.387, atom 2 (N): -0.163, atom 3 (C): -0.452, atom 4 (N): -0.257, atom 5 (C): 0.300, atom 6 (N): -0.630, atom 7 (C): 0.810, atom 8 (O): -0.431, atom 9 (H): 0.234, atom 10 (H): 0.257, atom 11 (H): 0.234, atom 12 (H): 0.276, atom 13 (H): 0.273, atom 14 (H): 0.237, atom 15 (H): 0.248, atom 16 (H): 0.451